ORCA calculation (ωB97M-V/def2-TZVPD) on the molecule C8H12N4.

Results
Gap between HOMO and LUMO: 7.8 eV
Maximum force: 0.098 Eh/bohr
DFT total energy: -14445.6740 eV
ΔE to the lowest compared entry with this formula, charge and spin: 135.55 kcal/mol

```
! wB97M-V def2-TZVPD RIJCOSX def2/J DEFGRID3
* xyz 0 1
C -1.1672 0.9286 0.3479
C 0.1370 0.9502 0.7326
C 0.9551 -0.1684 0.7666
C -1.9778 -0.1122 -0.1577
C -0.9519 -2.2050 0.4707
C 0.7351 2.1200 1.5522
C -3.2873 0.1099 -0.9098
C 2.0679 -0.0685 -1.3937
N -1.8115 -1.3801 0.0446
N -0.2567 -2.9860 0.9968
N 2.5048 -1.7773 0.1828
N 1.8381 -0.5758 -0.0567
H -1.7760 1.8432 0.4087
H 1.7602 1.8696 1.9439
H 0.8834 3.0838 1.0219
H 0.0972 2.2675 2.4929
H -3.1240 0.7997 -1.7297
H -3.2248 -0.8280 -1.4283
H -4.2605 0.2445 -0.5293
H 1.0910 0.4197 -1.7139
H 2.7007 0.9253 -1.3126
H 2.4511 -0.8135 -2.0304
H 2.4283 -2.3956 -0.6681
H 2.1876 -2.2516 0.9684
*
```

ORCA calculation (ωB97M-V/def2-TZVPD) on a 2-piece molecular cluster, C8H12N4 overall.

Results
SMILES string: Cc1c[nH]cn1.Cc1c[nH]cn1
Gap between HOMO and LUMO: 9.3 eV
Maximum force: 0.023 Eh/bohr
DFT total energy: -14450.7254 eV
ΔE to the lowest compared entry with this formula, charge and spin: 19.06 kcal/mol

```
! wB97M-V def2-TZVPD RIJCOSX def2/J DEFGRID3
* xyz 0 1
C 2.0372 -0.2946 -2.0168
C 2.3688 0.6424 -0.9351
C 3.5510 1.2259 -0.6176
N 3.3094 2.0660 0.4526
C 1.9787 1.9191 0.7343
N 1.3782 1.1324 -0.0880
H 2.8707 -0.4348 -2.7096
H 1.1849 0.0149 -2.6176
H 1.7624 -1.2875 -1.6789
H 4.5413 0.9105 -0.9077
H 4.0260 2.1943 1.1520
H 1.5265 2.4311 1.5704
C -1.5405 -1.1783 2.2304
C -2.2692 -0.8621 0.9670
C -3.5822 -1.1154 0.6523
N -3.7312 -0.6881 -0.6369
C -2.5179 -0.2531 -1.0663
N -1.6257 -0.3264 -0.1137
H -2.0768 -0.8692 3.1322
H -0.5930 -0.6464 2.2239
H -1.4155 -2.2550 2.3424
H -4.3207 -1.6185 1.2495
H -4.5423 -0.7178 -1.2297
H -2.3201 0.0106 -2.0892
*
```

ORCA calculation (ωB97M-V/def2-TZVPD) on a 2-piece molecular cluster, C8H12N4 overall.

Results
SMILES string: Cc1cnc[nH]1.Cc1cnc[nH]1
Gap between HOMO and LUMO: 8.8 eV
Maximum force: 0.082 Eh/bohr
DFT total energy: -14449.2272 eV
ΔE to the lowest compared entry with this formula, charge and spin: 53.61 kcal/mol

```
! wB97M-V def2-TZVPD RIJCOSX def2/J DEFGRID3
* xyz 0 1
C -2.7090 -4.5046 -5.6609
C -3.0733 -4.8078 -4.2562
C -3.5864 -5.8524 -3.5452
N -3.6093 -5.5676 -2.1991
C -3.0812 -4.3596 -2.0899
N -2.8380 -3.7648 -3.2682
H -1.6439 -4.2656 -5.8196
H -3.3196 -3.7921 -6.2408
H -2.9014 -5.5225 -6.0397
H -3.9368 -6.8383 -3.8507
H -2.8871 -3.9642 -1.0929
H -2.3656 -2.8795 -3.4676
C -2.5039 1.8585 -2.8136
C -2.9551 0.6154 -2.1271
C -3.4333 0.5152 -0.8428
N -3.7015 -0.8284 -0.7027
C -3.2250 -1.4703 -1.7705
N -2.8580 -0.6540 -2.7120
H -1.7811 2.4421 -2.2188
H -3.3943 2.4832 -2.9968
H -2.0421 1.6108 -3.7842
H -3.7998 1.2421 -0.1179
H -3.3192 -2.5310 -2.0036
H -2.7466 -0.8073 -3.7173
*
```

ORCA calculation (ωB97M-V/def2-TZVPD) on an isolated ion of composition C8H12N4 and charge +2.

Results
Gap between HOMO and LUMO (spin up / spin down): 7.1 / 6.3 eV
Maximum force: 0.113 Eh/bohr
DFT total energy: -14430.6636 eV
ΔE to the lowest compared entry with this formula, charge and spin: 0.00 kcal/mol

```
! wB97M-V def2-TZVPD RIJCOSX def2/J DEFGRID3
* xyz 2 3
C 3.2534 0.6004 -0.4315
C -2.7381 0.9925 -0.9430
C 2.7733 1.5308 0.3999
C -2.9370 1.2779 0.3653
C 1.1967 -0.0486 0.1543
C -1.2804 -0.1930 0.2319
C -0.1937 -2.4477 -0.2455
C -0.0847 -1.0346 0.4930
N 2.3406 -0.3808 -0.4988
N -1.7343 0.1126 -1.0100
N 1.4350 1.1671 0.6690
N -2.0947 0.4801 1.0863
H 4.3184 0.6140 -0.8095
H -2.9880 1.3834 -1.9136
H 3.0223 2.5537 0.6248
H -3.7716 1.9296 0.7653
H -0.1380 -2.2992 -1.2990
H -1.1399 -2.8164 0.1208
H 0.6499 -3.0997 0.0598
H 0.0315 -1.1000 1.5474
H 2.4860 -1.3181 -0.9539
H -1.3734 -0.2790 -1.8060
H 0.8718 1.7664 1.2733
H -1.9051 0.6085 2.1196
*
```

ORCA calculation (ωB97M-V/def2-TZVPD) on an isolated ion of composition C8H12N4O2 and charge +2.

Results
SMILES string: N[N+]1=CO[C@](O)(N[NH3+])c2ccccc21
Gap between HOMO and LUMO: 9.2 eV
Maximum force: 0.077 Eh/bohr
DFT total energy: -18526.0819 eV
ΔE to the lowest compared entry with this formula, charge and spin: 0.00 kcal/mol

```
! wB97M-V def2-TZVPD RIJCOSX def2/J DEFGRID3
* xyz 2 1
N -0.1460 -2.3257 -2.4767
N -0.2439 -1.2613 -1.6291
C -0.5291 -0.1049 -2.1320
O -0.4626 1.0400 -1.5673
C -0.4470 1.1323 0.0216
O -1.7360 1.4317 0.3177
N 0.2382 2.2006 0.4875
N -0.3173 3.5480 0.4388
C -0.0087 -0.1538 0.6109
C 0.5310 -0.2420 1.8957
C 0.9956 -1.4627 2.3976
C 1.0474 -2.5339 1.6000
C 0.7603 -2.4235 0.2236
C 0.0840 -1.3066 -0.2449
H 0.2924 -2.0694 -3.3578
H -0.9875 -2.8336 -2.6833
H -0.8403 0.0737 -3.2538
H -2.5425 1.0123 0.0518
H 1.2307 2.0935 0.5134
H -1.2737 3.3736 0.2779
H -0.0251 4.1550 1.2394
H -0.1294 4.2151 -0.3800
H 0.6157 0.7015 2.5733
H 1.4026 -1.6091 3.3370
H 1.4446 -3.3759 2.1004
H 1.0463 -3.2746 -0.3616
*
```

ORCA calculation (ωB97M-V/def2-TZVPD) on the molecule C8H12N4O3.

Results
SMILES string: NCC(=O)N[C@@H](Cc1c[nH]cn1)C(=O)O
Gap between HOMO and LUMO: 9.4 eV
Maximum force: 0.047 Eh/bohr
DFT total energy: -20594.3522 eV
ΔE to the lowest compared entry with this formula, charge and spin: 8.46 kcal/mol

```
! wB97M-V def2-TZVPD RIJCOSX def2/J DEFGRID3
* xyz 0 1
N -2.3292 2.9245 1.5847
C -2.0342 3.1083 0.1630
C -1.3876 1.9267 -0.4506
O -1.1874 1.8032 -1.6282
N -1.0537 0.9770 0.4438
C -0.3981 -0.2394 0.0357
C 1.0877 -0.0326 -0.2024
C 1.7905 -1.2642 -0.7565
C 1.6896 -1.8586 -1.9501
N 2.4753 -2.9884 -1.9105
C 3.1096 -2.9497 -0.6811
N 2.7571 -1.9141 0.0373
C -0.6316 -1.2510 1.1386
O -0.5144 -2.4437 1.0729
O -0.9070 -0.6011 2.2894
H -2.5191 3.8208 2.0119
H -3.1036 2.3241 1.7098
H -2.8896 3.4364 -0.4189
H -1.2933 3.9079 0.0076
H -1.0116 1.1276 1.4126
H -0.9243 -0.5833 -0.8749
H 1.2567 0.8523 -0.8235
H 1.5667 0.2265 0.7700
H 1.1510 -1.6119 -2.8849
H 2.5382 -3.6848 -2.6647
H 3.7900 -3.7306 -0.3680
H -1.0278 -1.2820 2.9369
*
```

ORCA calculation (ωB97M-V/def2-TZVPD) on C8H12NO as an isolated structure.

Results
Gap between HOMO and LUMO (spin up / spin down): 5.6 / 5.6 eV
Maximum force: 0.075 Eh/bohr
DFT total energy: -12023.5262 eV
ΔE to the lowest compared entry with this formula, charge and spin: 31.98 kcal/mol

```
! wB97M-V def2-TZVPD RIJCOSX def2/J DEFGRID3
* xyz -1 1
C -1.2577 0.7834 -0.5278
C -0.1417 1.3276 1.3663
C 0.5888 -0.3433 -1.3081
C -0.7218 0.0531 0.6841
C 0.2231 1.1783 -1.0399
C 0.9709 1.4849 0.2202
C 0.3863 -0.7799 0.1143
C 0.5886 -2.2600 0.2585
N 1.8577 0.3584 0.6817
O 2.8462 0.1868 -0.1114
H -1.7510 0.0420 -1.2410
H -1.8351 1.6835 -0.3005
H -0.8782 2.2357 1.5437
H 0.3493 1.0356 2.2782
H 0.0510 -0.7350 -2.0859
H 1.6156 -0.3773 -1.4591
H -1.4633 -0.4997 1.3178
H 0.1749 2.0569 -1.8686
H 1.5581 2.4549 0.1088
H -0.2996 -2.5819 0.6857
H 1.3699 -2.3302 0.9359
H 0.7004 -2.7965 -0.6532
*
```

ORCA calculation (ωB97M-V/def2-TZVPD) on an isolated ion of composition C8H12NO and charge +1.

Results
SMILES string: CC[N@H+]1C=C(C)C(=C=O)C1
Gap between HOMO and LUMO: 8.9 eV
Maximum force: 0.145 Eh/bohr
DFT total energy: -12015.8623 eV
ΔE to the lowest compared entry with this formula, charge and spin: 108.06 kcal/mol

```
! wB97M-V def2-TZVPD RIJCOSX def2/J DEFGRID3
* xyz 1 1
C -1.9719 -2.0970 1.2645
C -1.4338 -0.7183 1.2888
N -0.8830 -0.0630 0.0463
C -0.3556 1.3627 0.2645
C 0.9020 1.2780 -0.3577
C 1.7780 2.4652 -0.3621
C 1.4856 -0.2800 -1.2169
C 2.3337 -0.2563 -2.2131
O 3.2346 -0.2367 -2.8881
C 0.2361 -0.9646 -0.6832
H -2.2772 -2.3362 2.1920
H -2.7302 -2.2172 0.5400
H -1.1773 -2.9557 1.1437
H -0.6244 -0.4268 1.9813
H -2.3856 0.0216 1.5111
H -1.7691 -0.1448 -0.5359
H -0.9858 2.2251 0.3543
H 2.6418 2.3822 0.2061
H 1.2403 3.3082 0.1113
H 2.3473 2.8477 -1.3287
H -0.2859 -1.5765 -1.4852
H 0.6803 -1.6177 0.1671
*
```

ORCA calculation (ωB97M-V/def2-TZVPD) on a 2-piece molecular cluster, C8H12NO2 overall.

Results
Gap between HOMO and LUMO: 7.2 eV
Maximum force: 0.078 Eh/bohr
DFT total energy: -14063.4997 eV
ΔE to the lowest compared entry with this formula, charge and spin: 106.62 kcal/mol

```
! wB97M-V def2-TZVPD RIJCOSX def2/J DEFGRID3
* xyz 1 1
C -1.6864 -3.0302 0.4686
C -0.4133 -2.7288 1.0206
C -2.2441 -2.2540 -0.4520
C 0.1341 -0.4282 0.2310
C -2.3796 -1.2482 -1.2592
C -2.3469 0.0288 -0.4622
C -0.8546 0.3091 -0.1747
C -0.3730 1.5928 -0.8609
N 3.2635 0.8830 1.0952
O 0.2050 -1.6189 0.8610
O 0.9731 1.9750 -0.7333
H -2.3639 -3.7905 0.8377
H 0.2264 -3.3255 1.6996
H 1.1383 0.1185 0.2100
H -2.4635 -1.3413 -2.3812
H -3.0226 0.7651 -1.0579
H -2.9318 -0.3312 0.4175
H -0.8860 2.3552 -0.3197
H -0.6970 1.7361 -1.9337
H 2.6986 1.5958 0.7589
H 4.1388 0.8124 0.6348
H 3.3738 1.0685 2.0105
H 1.3927 1.4378 -1.4134
*
```

ORCA calculation (ωB97M-V/def2-TZVPD) on an isolated ion of composition C8H12NOS and charge +1.

Results
Gap between HOMO and LUMO (spin up / spin down): 7.5 / 7.3 eV
Maximum force: 0.074 Eh/bohr
DFT total energy: -22853.0198 eV
ΔE to the lowest compared entry with this formula, charge and spin: 0.00 kcal/mol

```
! wB97M-V def2-TZVPD RIJCOSX def2/J DEFGRID3
* xyz 1 3
C -0.3508 -1.4473 -0.3201
C 0.2903 -1.2733 0.8681
C -0.2458 2.0424 -0.2513
C 0.3446 2.0188 -1.4483
C -0.2729 3.1061 0.6947
C -0.9891 0.7736 0.1990
C 0.0032 -2.6087 -1.2382
C 1.0554 -2.4073 1.4861
N -0.9270 -0.2729 -0.7815
O 0.3161 4.2402 0.4437
S -0.1881 0.1683 1.6902
H 0.3518 1.1409 -2.0921
H 0.7918 2.9578 -1.7292
H -0.8571 2.8149 1.6636
H -2.0600 1.1649 0.5933
H 0.2957 -2.0623 -2.1999
H -0.9695 -3.0926 -1.3797
H 0.8148 -3.3197 -0.8490
H 1.4356 -2.3192 2.5232
H 2.0612 -2.7354 1.0690
H 0.6044 -3.3933 1.5739
H -1.5806 -0.5319 -1.4751
H 0.0760 5.0362 0.9596
*
```

ORCA calculation (ωB97M-V/def2-TZVPD) on the molecule C8H12O.

Results
SMILES string: C#C[C@@](C)(O)CC(=C)C
Gap between HOMO and LUMO: 8.1 eV
Maximum force: 0.076 Eh/bohr
DFT total energy: -10533.1566 eV
ΔE to the lowest compared entry with this formula, charge and spin: 110.81 kcal/mol

```
! wB97M-V def2-TZVPD RIJCOSX def2/J DEFGRID3
* xyz 0 1
C -2.3627 1.9053 0.2710
C -1.2315 1.5390 0.0839
C 0.1078 1.1009 -0.1171
C 1.1300 2.2081 -0.2059
O 0.6483 0.0867 1.2281
C 0.2991 -0.0987 -1.0160
C 0.2947 -1.3203 -0.0276
C 1.3252 -2.2159 -0.0428
C -1.0956 -1.8111 0.3033
H -3.3849 2.1690 0.3544
H 0.9968 2.9300 0.6001
H 1.0107 2.7339 -1.1587
H 2.1390 1.7936 -0.1610
H 0.2375 0.1921 2.1013
H 1.2698 -0.0462 -1.5063
H -0.5033 -0.1978 -1.7455
H 1.1723 -3.2473 0.2370
H 2.3211 -1.9233 -0.3399
H -1.6176 -2.1029 -0.6088
H -1.0685 -2.6667 0.9777
H -1.6883 -1.0283 0.7729
*
```

ORCA calculation (ωB97M-V/def2-TZVPD) on the molecule C8H12O2S.

Results
Gap between HOMO and LUMO (spin up / spin down): 6.8 / 7.9 eV
Maximum force: 0.077 Eh/bohr
DFT total energy: -23416.3051 eV

```
! wB97M-V def2-TZVPD RIJCOSX def2/J DEFGRID3
* xyz 0 3
C -0.3552 -0.6684 -0.1437
C -1.1545 -0.1416 -1.0642
C 0.6555 -0.9086 -2.7953
C 1.0751 -0.6899 -0.3094
C -0.8886 -1.6211 0.9225
C -2.6405 0.0371 -0.9167
C 1.8619 1.5866 0.5832
C 1.8070 0.6228 -0.6540
O 1.4794 -1.0017 -3.6334
O 1.7431 -1.7088 0.2236
S -0.6224 0.4038 -2.6594
H -0.3919 -1.4245 1.8450
H -0.6181 -2.6382 0.6809
H -1.9680 -1.4712 0.9847
H -3.0781 -0.7852 -1.3789
H -2.9773 0.9385 -1.4266
H -2.8707 0.2504 0.2171
H 0.9193 1.8790 1.0142
H 2.3393 2.6240 0.1135
H 2.6174 1.1205 1.3671
H 2.8601 0.3802 -0.9954
H 1.3765 1.1091 -1.5812
H 2.6344 -1.5539 0.2209
*
```

Q: Which value of maximum force does entry 7 give?
A: 0.075 Eh/bohr